# 1
{
  "formula": "C3H6INO",
  "method": "the ωB97M-V functional and the def2-TZVPD basis",
  "charge": 0,
  "largest_force_ev_per_a": 4.53,
  "orbital_gap_ev": [5.805, 5.815],
  "de_lowest_kj_mol": 406.3,
  "elements": ["C", "C", "C", "N", "O", "I", "H", "H", "H", "H", "H", "H"],
  "positions_angstrom": [[-1.256, 0.919, 0.204], [-0.144, -1.299, -0.219], [-0.006, 0.138, -0.019], [1.135, 0.730, 0.119], [1.617, 1.860, 0.194], [3.868, -0.611, -0.141], [-1.145, 1.625, 0.940], [-1.963, 0.241, 0.477], [-1.424, 1.650, -0.590], [-0.438, -1.822, 0.604], [-0.968, -1.539, -1.043], [0.724, -1.892, -0.526]]
}

# 2
{
  "formula": "C5H15NO",
  "method": "the ωB97M-V functional and the def2-TZVPD basis",
  "charge": 0,
  "largest_force_ev_per_a": 4.76,
  "smiles": "CCN(C)CC.O",
  "orbital_gap_ev": 9.158,
  "de_lowest_kj_mol": 352.5,
  "elements": ["C", "C", "N", "C", "C", "C", "H", "H", "H", "H", "H", "H", "H", "H", "H", "H", "H", "H", "H", "O", "H", "H"],
  "positions_angstrom": [[0.821, 0.891, 2.231], [-0.054, -0.244, 1.586], [-0.271, -0.208, 0.082], [-0.799, -1.659, -0.293], [0.906, 0.392, -0.653], [0.822, 0.228, -2.080], [0.143, 1.697, 2.712], [1.405, 0.332, 2.895], [1.521, 1.473, 1.496], [-1.033, -0.100, 2.143], [0.516, -1.242, 1.599], [-0.071, -2.276, -0.859], [-1.590, -1.623, -1.084], [-1.285, -2.317, 0.519], [1.797, -0.129, -0.141], [0.928, 1.509, -0.348], [1.295, 0.804, -2.918], [-0.217, -0.027, -2.374], [1.292, -0.714, -2.153], [-2.085, 0.949, -1.195], [-1.271, 1.075, -0.604], [-2.771, 1.189, -0.559]]
}